ORCA calculation (the ωB97M-V functional and the def2-TZVPD basis) on 10 unconnected molecules or ions with the total composition C3H25O10 in a non-equilibrium geometry.

* orbital gap: 7.79 eV
* LUMO level: 2.46 eV
* energy above the lowest of the compared OMol25 structures with the same formula, charge and spin: 46.20 kcal per mole
* F_max: 2.976 eV/Å
* HOMO energy: -0.19602 Ha
* charge: -1

CARTESIAN COORDINATES (ANGSTROEM)
C  2.421  -33.065  -6.236
C  1.941  -32.292  -7.432
C  0.438  -32.375  -7.524
O  2.376  -30.974  -7.214
H  2.091  -34.098  -6.332
H  1.983  -32.784  -5.271
H  3.513  -33.037  -6.272
H  2.309  -32.679  -8.350
H  -0.086  -31.814  -6.756
H  0.019  -33.377  -7.632
H  0.142  -31.826  -8.403
O  1.167  -29.382  -8.762
H  1.621  -30.066  -8.230
H  0.512  -29.023  -8.113
O  -0.434  -30.773  -10.649
H  0.293  -31.223  -11.002
H  -0.097  -30.443  -9.832
O  4.082  -31.253  -9.487
H  3.599  -31.293  -8.673
H  3.400  -31.586  -10.045
O  -0.548  -32.833  -4.611
H  -0.007  -32.591  -5.372
H  -0.272  -33.702  -4.412
O  0.995  -30.203  -5.115
H  1.359  -30.678  -4.353
H  1.491  -30.618  -5.842
O  4.933  -32.144  -4.179
H  4.377  -32.884  -4.011
H  5.545  -32.452  -4.818
O  -2.785  -32.530  -7.829
H  -1.879  -32.679  -7.688
H  -2.892  -32.315  -8.773
O  2.039  -31.402  -2.953
H  1.721  -30.727  -2.361
H  2.512  -32.017  -2.392
O  3.906  -29.950  -5.402
H  3.350  -30.152  -6.170
H  4.275  -30.810  -5.109

ORCA calculation (the ωB97M-V functional and the def2-TZVPD basis) on a single C4H8O2 molecule in a non-equilibrium geometry.

* SMILES: C[C@@]1(CO)CO1
* orbital gap: 10.76 eV
* LUMO level: 0.94 eV
* energy above the lowest of the compared OMol25 structures with the same formula, charge and spin: 55.13 kcal per mole
* F_max: 3.073 eV/Å
* HOMO energy: -0.36071 Ha

CARTESIAN COORDINATES (ANGSTROEM)
C  -1.507  -0.593  0.220
C  -0.175  0.072  0.189
C  1.026  -0.765  -0.224
O  2.276  -0.232  0.047
C  0.000  1.428  -0.369
O  0.009  1.182  1.025
H  -1.678  -1.184  1.122
H  -1.683  -1.279  -0.612
H  -2.304  0.149  0.186
H  1.074  -1.023  -1.285
H  0.843  -1.682  0.326
H  2.099  0.198  0.893
H  -0.900  1.892  -0.736
H  0.923  1.831  -0.790

ORCA calculation (the ωB97M-V functional and the def2-TZVPD basis) on 2 unconnected molecules or ions with the total composition C3H5NO2 in a non-equilibrium geometry.

* SMILES: [H]/N=C1\OCC1=O.[H][H]
* orbital gap: 10.27 eV
* LUMO level: -0.19 eV
* energy above the lowest of the compared OMol25 structures with the same formula, charge and spin: 90.69 kcal per mole
* F_max: 1.623 eV/Å
* HOMO energy: -0.38446 Ha

CARTESIAN COORDINATES (ANGSTROEM)
O  -1.826  -0.878  -0.133
C  -0.766  -0.363  0.077
C  -0.150  0.445  1.227
O  1.162  0.072  0.740
C  0.678  -0.577  -0.380
N  1.248  -1.171  -1.319
H  -1.490  0.719  -1.160
H  -0.914  1.194  -1.113
H  -0.246  1.533  1.302
H  -0.417  -0.049  2.161
H  2.261  -1.196  -1.193

ORCA calculation (the ωB97M-V functional and the def2-TZVPD basis) on 6 unconnected molecules or ions with the total composition C16H32O18S4 in a non-equilibrium geometry.

* SMILES: O=S1(=O)OCCO1.O=S1(=O)OCCO1.O=S1(=O)OCCO1.O=S1(=O)OCCO1.C1CCOC1.C1CCOC1
* orbital gap: 9.58 eV
* LUMO level: 0.04 eV
* energy above the lowest of the compared OMol25 structures with the same formula, charge and spin: 69.81 kcal per mole
* F_max: 4.789 eV/Å
* HOMO energy: -0.35083 Ha

CARTESIAN COORDINATES (ANGSTROEM)
C  9.728  0.661  2.995
C  11.239  0.630  3.248
C  11.846  1.305  2.017
O  10.757  1.488  1.081
C  9.625  1.649  1.912
H  9.089  0.913  3.842
H  9.336  -0.280  2.609
H  11.561  -0.412  3.244
H  11.342  1.179  4.184
H  12.702  0.871  1.500
H  12.151  2.287  2.378
H  8.745  1.543  1.279
H  9.560  2.667  2.296
C  7.406  -7.936  -2.508
C  7.008  -6.797  -1.558
C  6.390  -5.738  -2.443
O  6.222  -6.294  -3.726
C  7.253  -7.291  -3.907
H  6.650  -8.721  -2.482
H  8.391  -8.303  -2.219
H  7.934  -6.413  -1.130
H  6.302  -7.089  -0.780
H  7.082  -4.899  -2.505
H  5.442  -5.332  -2.090
H  8.055  -6.641  -4.253
H  7.076  -8.026  -4.693
C  10.565  -1.504  6.576
C  12.041  -1.578  7.014
O  12.270  -2.961  7.251
S  11.186  -3.997  6.506
O  10.262  -4.687  7.479
O  11.978  -4.872  5.664
O  10.465  -2.692  5.769
H  10.378  -0.653  5.922
H  9.849  -1.497  7.399
H  12.233  -1.028  7.935
H  12.685  -1.225  6.210
C  15.357  -4.358  3.013
C  14.432  -3.167  2.653
O  15.171  -2.078  3.053
S  15.996  -2.412  4.459
O  15.023  -2.319  5.571
O  17.225  -1.633  4.597
O  16.264  -3.968  4.008
H  15.918  -4.787  2.183
H  14.842  -5.185  3.502
H  13.510  -3.191  3.234
H  14.116  -3.093  1.612
C  8.521  -3.866  2.606
C  8.400  -4.990  1.490
O  9.593  -5.700  1.517
S  10.829  -5.017  2.289
O  11.408  -4.083  1.343
O  11.599  -6.076  2.972
O  9.734  -4.306  3.324
H  7.666  -3.782  3.277
H  8.629  -2.847  2.233
H  8.292  -4.538  0.503
H  7.559  -5.673  1.606
C  5.984  0.978  2.596
C  4.538  0.535  2.635
O  4.498  -0.484  1.652
S  5.821  -1.448  1.790
O  6.255  -2.222  0.586
O  5.733  -2.207  3.034
O  6.761  -0.066  2.043
H  6.382  1.224  3.580
H  6.160  1.788  1.888
H  3.714  1.217  2.424
H  4.359  0.137  3.634

ORCA calculation (the ωB97M-V functional and the def2-TZVPD basis) on a single C17H19ClN4O5 molecule in a non-equilibrium geometry.

* SMILES: CCOC(=O)c1nnn(CC(=O)Nc2cccc(Cl)c2C)c1C(=O)OCC
* orbital gap: 9.08 eV
* LUMO level: 0.05 eV
* energy above the lowest of the compared OMol25 structures with the same formula, charge and spin: 38.86 kcal per mole
* F_max: 1.328 eV/Å
* HOMO energy: -0.33183 Ha

CARTESIAN COORDINATES (ANGSTROEM)
C  -5.195  -2.079  -1.840
C  -4.260  -2.044  -3.040
H  -4.638  -1.379  -3.818
H  -4.122  -3.053  -3.443
O  -2.983  -1.508  -2.687
C  -2.111  -2.344  -2.141
O  -2.307  -3.514  -1.924
C  -0.830  -1.665  -1.847
N  -0.323  -0.667  -2.594
N  0.827  -0.346  -2.142
N  1.125  -1.111  -1.096
C  0.103  -1.964  -0.852
C  0.084  -2.973  0.226
O  1.075  -3.525  0.637
O  -1.150  -3.155  0.666
C  -1.367  -4.221  1.596
C  -1.484  -5.548  0.863
H  -2.193  -5.449  0.044
H  -0.519  -5.836  0.454
H  -1.823  -6.319  1.549
H  -0.542  -4.241  2.316
H  -2.299  -3.961  2.101
C  2.337  -0.920  -0.360
H  3.173  -0.869  -1.064
H  2.487  -1.762  0.319
C  2.329  0.392  0.461
O  2.796  0.436  1.572
N  1.785  1.426  -0.216
C  1.686  2.754  0.255
C  2.179  3.766  -0.561
C  2.126  5.082  -0.147
C  1.583  5.391  1.087
C  1.070  4.379  1.879
C  1.084  3.041  1.484
C  0.458  1.970  2.314
H  -0.032  1.234  1.678
H  1.221  1.452  2.894
H  -0.274  2.393  2.997
Cl  0.381  4.821  3.403
H  1.547  6.412  1.433
H  2.514  5.866  -0.778
H  2.612  3.510  -1.517
H  1.575  1.281  -1.201
H  -5.298  -1.083  -1.416
H  -4.799  -2.748  -1.079
H  -6.172  -2.438  -2.149

ORCA calculation (the ωB97M-V functional and the def2-TZVPD basis) on a single C10H18OSi molecule in a non-equilibrium geometry.

* SMILES: C/C=C1/[C@H]2CC[C@H](C2)[C@@H]1[Si@H](C)O
* orbital gap: 8.26 eV
* LUMO level: 0.60 eV
* energy above the lowest of the compared OMol25 structures with the same formula, charge and spin: 29.41 kcal per mole
* F_max: 5.185 eV/Å
* HOMO energy: -0.28161 Ha

CARTESIAN COORDINATES (ANGSTROEM)
C  -0.356  0.348  1.025
C  -0.013  0.680  2.271
C  -2.685  0.386  0.227
C  -2.054  0.912  -1.107
C  -1.161  -1.249  -0.528
C  -1.608  -0.498  0.810
C  0.253  0.651  -0.244
C  -0.767  0.090  -1.223
C  1.268  1.493  2.403
C  2.163  -1.417  -2.210
O  2.681  -1.077  0.647
Si  2.266  -0.305  -0.661
H  -0.623  0.278  3.072
H  -2.930  1.104  0.951
H  -3.604  -0.113  -0.092
H  -2.838  0.780  -1.894
H  -1.937  2.025  -1.052
H  -0.378  -1.870  -0.230
H  -2.007  -1.769  -0.916
H  -2.027  -1.163  1.553
H  0.331  1.743  -0.340
H  -0.554  -0.091  -2.314
H  1.204  2.169  1.515
H  2.167  0.896  2.329
H  1.315  2.058  3.281
H  1.471  -1.265  -3.000
H  3.166  -1.450  -2.654
H  1.856  -2.439  -1.866
H  2.454  -1.907  1.027
H  2.948  1.000  -0.780